A 13-piece molecular cluster, C26H78O13 overall in a non-equilibrium geometry. Source: the OMol25 dataset; level of theory: wB97M-V/def2-TZVPD.

Last columns: bonded neighbours and bond lengths (Å).
Positions of all 117 atoms, in Å:
1 C 0.72 4.81 0.23  C2 1.494, H4 1.090, H5 1.090, H6 1.090
2 C 1.18 5.36 -1.09  C1 1.494, O3 1.386, H7 1.090, H8 1.090
3 O 0.96 4.41 -2.08  C2 1.386, H9 0.960
4 H 1.33 3.93 0.45  C1 1.090
5 H -0.30 4.44 0.12  C1 1.090
6 H 0.81 5.64 0.92  C1 1.090
7 H 2.23 5.65 -1.07  C2 1.090
8 H 0.66 6.26 -1.40  C2 1.090
9 H 1.63 3.73 -2.04  O3 0.960
10 C -0.94 -6.56 2.10  C11 1.504, H13 1.090, H14 1.090, H15 1.090
11 C -1.83 -5.74 1.21  C10 1.504, O12 1.430, H16 1.090, H17 1.090
12 O -1.24 -4.47 0.94  C11 1.430, H18 0.960
13 H -0.76 -6.10 3.07  C10 1.090
14 H 0.03 -6.57 1.59  C10 1.090
15 H -1.37 -7.56 2.16  C10 1.090
16 H -2.85 -5.59 1.56  C11 1.090
17 H -1.87 -6.29 0.26  C11 1.090
18 H -1.77 -3.95 0.33  O12 0.960
19 C -1.49 -3.75 -2.36  C20 1.533, H22 1.090, H23 1.090, H24 1.090
20 C -2.77 -3.01 -1.97  C19 1.533, O21 1.438, H25 1.090, H26 1.090
21 O -2.97 -2.98 -0.55  C20 1.438, H27 0.960
22 H -1.16 -3.57 -3.38  C19 1.090
23 H -1.64 -4.83 -2.35  C19 1.090
24 H -0.67 -3.45 -1.70  C19 1.090
25 H -3.54 -3.65 -2.41  C20 1.090
26 H -2.88 -2.03 -2.43  C20 1.090
27 H -3.68 -2.36 -0.36  O21 0.960
28 C 5.08 0.13 0.25  C29 1.506, H31 1.090, H32 1.090, H33 1.090
29 C 3.93 0.56 1.12  C28 1.506, O30 1.379, H34 1.090, H35 1.090
30 O 3.79 1.93 1.19  C29 1.379, H36 0.960
31 H 5.20 -0.95 0.30  C28 1.090
32 H 6.05 0.57 0.51  C28 1.090
33 H 4.93 0.46 -0.77  C28 1.090
34 H 4.03 0.10 2.10  C29 1.090
35 H 3.01 0.12 0.73  C29 1.090
36 H 4.37 2.28 1.87  O30 0.960
37 C -1.83 1.32 5.28  C38 1.515, H40 1.090, H41 1.090, H42 1.090
38 C -2.30 0.49 4.10  C37 1.515, O39 1.405, H43 1.090, H44 1.090
39 O -1.46 0.74 3.00  C38 1.405, H45 0.960
40 H -1.88 2.39 5.07  C37 1.090
41 H -0.83 0.99 5.55  C37 1.090
42 H -2.43 1.27 6.19  C37 1.090
43 H -3.32 0.84 3.93  C38 1.090
44 H -2.47 -0.57 4.31  C38 1.090
45 H -1.68 0.17 2.26  O39 0.960
46 C 3.53 -3.91 0.73  C47 1.514, H49 1.090, H50 1.090, H51 1.090
47 C 2.16 -3.84 0.09  C46 1.514, O48 1.446, H52 1.090, H53 1.090
48 O 2.26 -4.15 -1.32  C47 1.446, H54 0.960
49 H 3.93 -4.91 0.58  C46 1.090
50 H 3.45 -3.79 1.81  C46 1.090
51 H 4.22 -3.15 0.36  C46 1.090
52 H 1.79 -2.82 0.11  C47 1.090
53 H 1.51 -4.50 0.67  C47 1.090
54 H 2.50 -5.07 -1.42  O48 0.960
55 C 4.40 3.70 -3.26  C56 1.511, H58 1.090, H59 1.090, H60 1.090
56 C 4.21 3.28 -1.83  C55 1.511, O57 1.466, H61 1.090, H62 1.090
57 O 2.94 2.61 -1.51  C56 1.466, H63 0.960
58 H 5.42 4.07 -3.39  C55 1.090
59 H 3.61 4.40 -3.53  C55 1.090
60 H 4.21 2.84 -3.90  C55 1.090
61 H 4.28 4.20 -1.25  C56 1.090
62 H 4.98 2.57 -1.54  C56 1.090
63 H 2.96 2.44 -0.56  O57 0.960
64 C -3.74 2.28 1.15  C65 1.560, H67 1.090, H68 1.090, H69 1.090
65 C -4.19 1.81 -0.26  C64 1.560, O66 1.370, H70 1.090, H71 1.090
66 O -5.44 1.25 -0.21  C65 1.370, H72 0.960
67 H -2.69 2.56 1.17  C64 1.090
68 H -3.90 1.50 1.89  C64 1.090
69 H -4.25 3.18 1.49  C64 1.090
70 H -3.45 1.16 -0.72  C65 1.090
71 H -4.28 2.73 -0.83  C65 1.090
72 H -6.06 1.98 -0.10  O66 0.960
73 C -5.99 -1.32 2.50  C74 1.529, H76 1.090, H77 1.090, H78 1.090
74 C -4.70 -1.62 1.73  C73 1.529, O75 1.436, H79 1.090, H80 1.090
75 O -4.99 -1.41 0.34  C74 1.436, H81 0.960
76 H -6.83 -1.94 2.17  C73 1.090
77 H -6.34 -0.29 2.41  C73 1.090
78 H -5.85 -1.52 3.57  C73 1.090
79 H -4.40 -2.65 1.95  C74 1.090
80 H -3.86 -0.99 2.02  C74 1.090
81 H -5.16 -0.46 0.26  O75 0.960
82 C 1.95 4.39 3.93  C83 1.519, H85 1.090, H86 1.090, H87 1.090
83 C 1.41 2.99 3.68  C82 1.519, O84 1.431, H88 1.090, H89 1.090
84 O 0.03 3.13 3.33  C83 1.431, H90 0.960
85 H 1.44 4.90 4.74  C82 1.090
86 H 1.75 5.08 3.10  C82 1.090
87 H 3.03 4.44 4.08  C82 1.090
88 H 1.56 2.50 4.64  C83 1.090
89 H 1.94 2.37 2.96  C83 1.090
90 H -0.33 2.26 3.12  O84 0.960
91 C -0.15 0.89 -0.12  C92 1.514, H94 1.090, H95 1.090, H96 1.090
92 C -0.76 -0.44 -0.49  C91 1.514, O93 1.426, H97 1.090, H98 1.090
93 O -1.61 -0.75 0.61  C92 1.426, H99 0.960
94 H -0.95 1.62 0.03  C91 1.090
95 H 0.46 1.30 -0.92  C91 1.090
96 H 0.47 0.87 0.78  C91 1.090
97 H 0.03 -1.18 -0.55  C92 1.090
98 H -1.24 -0.51 -1.47  C92 1.090
99 H -2.00 -1.59 0.38  O93 0.960
100 C 2.90 -0.22 -3.65  C101 1.500, H103 1.090, H104 1.090, H105 1.090
101 C 2.73 -1.18 -2.50  C100 1.500, O102 1.370, H106 1.090, H107 1.090
102 O 3.61 -2.20 -2.71  C101 1.370, H108 0.960
103 H 3.95 -0.03 -3.89  C100 1.090
104 H 2.35 0.71 -3.50  C100 1.090
105 H 2.45 -0.67 -4.53  C100 1.090
106 H 1.74 -1.61 -2.37  C101 1.090
107 H 2.98 -0.73 -1.54  C101 1.090
108 H 3.18 -2.98 -2.34  O102 0.960
109 C -0.75 -0.61 -5.38  C110 1.530, H112 1.090, H113 1.090, H114 1.090
110 C -0.55 0.56 -4.41  C109 1.530, O111 1.370, H115 1.090, H116 1.090
111 O -1.69 1.33 -4.39  C110 1.370, H117 0.960
112 H -1.67 -1.12 -5.11  C109 1.090
113 H 0.01 -1.38 -5.28  C109 1.090
114 H -0.83 -0.23 -6.40  C109 1.090
115 H 0.30 1.13 -4.77  C110 1.090
116 H -0.29 0.12 -3.44  C110 1.090
117 H -1.67 2.01 -3.72  O111 0.960

HOMO energy   -9.43 eV
Orbital gap   9.967 eV

A 13-piece molecular cluster, C26H78O18 overall in a non-equilibrium geometry. Source: the OMol25 dataset; level of theory: wB97M-V/def2-TZVPD.

Last columns: bonded neighbours and bond lengths (Å).
Positions of all 122 atoms, in Å:
1 C -1.94 -4.38 -5.33  C2 1.508, H4 1.090, H5 1.090, H6 1.090
2 C -3.09 -5.35 -5.46  C1 1.508, O3 1.423, H7 1.090, H8 1.090
3 O -3.89 -4.87 -6.54  C2 1.423, H9 0.960
4 H -2.19 -3.33 -5.22  C1 1.090
5 H -1.36 -4.27 -6.25  C1 1.090
6 H -1.37 -4.67 -4.45  C1 1.090
7 H -3.68 -5.27 -4.55  C2 1.090
8 H -2.76 -6.37 -5.66  C2 1.090
9 H -3.96 -5.56 -7.20  O3 0.960
10 C 2.34 -0.58 6.17  C11 1.526, H13 1.090, H14 1.090, H15 1.090
11 C 1.97 -1.09 7.56  C10 1.526, O12 1.405, H16 1.090, H17 1.090
12 O 0.82 -1.90 7.45  C11 1.405, H18 0.960
13 H 1.48 -0.01 5.80  C10 1.090
14 H 2.65 -1.41 5.54  C10 1.090
15 H 3.23 0.04 6.22  C10 1.090
16 H 1.86 -0.31 8.32  C11 1.090
17 H 2.74 -1.77 7.92  C11 1.090
18 H 0.73 -2.38 8.28  O12 0.960
19 C -1.86 2.79 6.69  C20 1.520, H22 1.090, H23 1.090, H24 1.090
20 C -0.85 3.90 6.40  C19 1.520, O21 1.434, H25 1.090, H26 1.090
21 O -1.31 4.46 5.16  C20 1.434, H27 0.960
22 H -2.86 3.22 6.70  C19 1.090
23 H -1.59 2.29 7.61  C19 1.090
24 H -1.81 2.01 5.93  C19 1.090
25 H 0.18 3.58 6.28  C20 1.090
26 H -0.84 4.69 7.15  C20 1.090
27 H -1.22 3.87 4.41  O21 0.960
28 C 7.03 -2.84 3.64  C29 1.521, H31 1.090, H32 1.090, H33 1.090
29 C 6.79 -3.14 2.17  C28 1.521, O30 1.420, H34 1.090, H35 1.090
30 O 5.53 -2.60 1.79  C29 1.420, H36 0.960
31 H 6.96 -1.79 3.95  C28 1.090
32 H 7.93 -3.28 4.06  C28 1.090
33 H 6.30 -3.36 4.26  C28 1.090
34 H 6.77 -4.20 1.92  C29 1.090
35 H 7.55 -2.83 1.45  C29 1.090
36 H 5.14 -3.37 1.38  O30 0.960
37 C -5.33 6.76 2.64  C38 1.473, H40 1.090, H41 1.090, H42 1.090
38 C -4.29 7.43 1.84  C37 1.473, O39 1.381, H43 1.090, H44 1.090
39 O -3.30 7.81 2.74  C38 1.381, H45 0.960
40 H -4.89 5.88 3.11  C37 1.090
41 H -6.10 6.41 1.95  C37 1.090
42 H -5.81 7.35 3.42  C37 1.090
43 H -4.62 8.31 1.29  C38 1.090
44 H -3.88 6.66 1.18  C38 1.090
45 H -2.95 7.00 3.10  O39 0.960
46 C -6.59 0.34 3.08  C47 1.571, H49 1.090, H50 1.090, H51 1.090
47 C -6.89 -1.19 3.23  C46 1.571, O48 1.439, H52 1.090, H53 1.090
48 O -6.20 -1.56 4.44  C47 1.439, H54 0.960
49 H -7.24 0.78 2.32  C46 1.090
50 H -5.61 0.58 2.67  C46 1.090
51 H -6.70 0.92 3.99  C46 1.090
52 H -6.75 -1.82 2.35  C47 1.090
53 H -7.94 -1.28 3.51  C47 1.090
54 H -5.27 -1.66 4.24  O48 0.960
55 C 0.77 1.44 -7.30  C56 1.510, H58 1.090, H59 1.090, H60 1.090
56 C 1.11 1.86 -8.70  C55 1.510, O57 1.400, H61 1.090, H62 1.090
57 O 1.51 0.76 -9.48  C56 1.400, H63 0.960
58 H 1.68 1.09 -6.81  C55 1.090
59 H 0.02 0.65 -7.23  C55 1.090
60 H 0.35 2.23 -6.68  C55 1.090
61 H 1.91 2.60 -8.70  C56 1.090
62 H 0.27 2.27 -9.25  C56 1.090
63 H 0.74 0.30 -9.82  O57 0.960
64 C -6.94 3.23 -3.78  C65 1.533, H67 1.090, H68 1.090, H69 1.090
65 C -5.69 2.55 -3.21  C64 1.533, O66 1.393, H70 1.090, H71 1.090
66 O -6.01 1.25 -2.83  C65 1.393, H72 0.960
67 H -6.58 4.12 -4.30  C64 1.090
68 H -7.70 3.56 -3.07  C64 1.090
69 H -7.45 2.58 -4.49  C64 1.090
70 H -5.34 3.12 -2.34  C65 1.090
71 H -4.88 2.45 -3.92  C65 1.090
72 H -6.01 0.67 -3.60  O66 0.960
73 C -0.57 -0.12 -0.72  C74 1.510, O76 1.412, H77 1.090, H78 1.090
74 C -0.11 0.42 0.61  C73 1.510, O75 1.431, H79 1.090, H80 1.090
75 O -0.83 1.62 0.90  C74 1.431, H81 0.960
76 O -1.87 -0.63 -0.55  C73 1.412, H82 0.960
77 H 0.12 -0.92 -1.00  C73 1.090
78 H -0.64 0.69 -1.45  C73 1.090
79 H 0.98 0.55 0.57  C74 1.090
80 H -0.23 -0.30 1.42  C74 1.090
81 H -0.78 2.18 0.11  O75 0.960
82 H -2.52 0.08 -0.54  O76 0.960
83 C 7.52 1.31 -4.08  C84 1.512, O86 1.407, H87 1.090, H88 1.090
84 C 7.46 0.42 -2.86  C83 1.512, O85 1.420, H89 1.090, H90 1.090
85 O 6.46 0.82 -1.93  C84 1.420, H91 0.960
86 O 8.54 0.82 -4.92  C83 1.407, H92 0.960
87 H 7.67 2.37 -3.88  C83 1.090
88 H 6.57 1.43 -4.60  C83 1.090
89 H 8.41 0.33 -2.32  C84 1.090
90 H 7.28 -0.60 -3.18  C84 1.090
91 H 6.24 0.09 -1.35  O85 0.960
92 H 8.35 1.24 -5.76  O86 0.960
93 C 3.41 -6.67 -1.60  C94 1.545, O96 1.434, H97 1.090, H98 1.090
94 C 4.93 -6.86 -1.74  C93 1.545, O95 1.405, H99 1.090, H100 1.090
95 O 5.55 -5.73 -2.29  C94 1.405, H101 0.960
96 O 3.11 -5.75 -0.54  C93 1.434, H102 0.960
97 H 3.00 -7.61 -1.24  C93 1.090
98 H 2.96 -6.29 -2.51  C93 1.090
99 H 5.07 -7.73 -2.38  C94 1.090
100 H 5.40 -7.15 -0.80  C94 1.090
101 H 6.46 -5.83 -2.01  O95 0.960
102 H 2.17 -5.56 -0.52  O96 0.960
103 C 2.05 5.46 -1.51  C104 1.551, O106 1.397, H107 1.090, H108 1.090
104 C 0.83 6.27 -2.03  C103 1.551, O105 1.479, H109 1.090, H110 1.090
105 O -0.33 5.36 -2.12  C104 1.479, H111 0.960
106 O 2.60 4.62 -2.48  C103 1.397, H112 0.960
107 H 1.91 4.89 -0.60  C103 1.090
108 H 2.89 6.14 -1.35  C103 1.090
109 H 1.17 6.59 -3.02  C104 1.090
110 H 0.77 6.96 -1.20  C104 1.090
111 H -0.93 5.89 -2.64  O105 0.960
112 H 3.07 3.96 -1.97  O106 0.960
113 C -1.90 -5.50 2.49  C114 1.545, O116 1.392, H117 1.090, H118 1.090
114 C -1.50 -4.79 3.80  C113 1.545, O115 1.433, H119 1.090, H120 1.090
115 O -2.01 -3.46 3.98  C114 1.433, H121 0.960
116 O -1.46 -4.95 1.29  C113 1.392, H122 0.960
117 H -2.99 -5.55 2.41  C113 1.090
118 H -1.54 -6.51 2.65  C113 1.090
119 H -0.41 -4.75 3.76  C114 1.090
120 H -1.77 -5.38 4.67  C114 1.090
121 H -1.56 -3.17 4.77  O115 0.960
122 H -1.86 -4.10 1.12  O116 0.960

HOMO energy   -9.92 eV
Orbital gap   10.066 eV

Q: Which value of orbital gap does entry 2 give?
A: 10.066 eV